[1]
Formula: C3H7N2O2
Source: OMol25
Level of theory: wB97M-V/def2-TZVPD

Geometry as XYZ:
```
14
Properties=species:S:1:pos:R:3
O -2.105 -0.693 -0.358
C -1.544 0.149 0.544
N -1.967 1.250 1.055
C -0.077 -0.225 0.784
N 0.580 -0.843 -0.346
C 1.955 -0.237 -0.659
O 2.774 -0.130 0.368
H -2.603 1.790 0.466
H -1.576 0.207 -0.761
H 0.541 0.635 1.078
H -0.047 -0.900 1.683
H 0.053 -0.885 -1.207
H 2.257 -0.895 -1.495
H 1.760 0.779 -1.154
```

E ... -10296.073 eV
Frontier orbital gap ... 5.929 eV
Charge ... -1
LUMO ... 3.450 eV
Spin multiplicity ... 1
ΔE to the lowest compared entry with this formula, charge and spin ... 128.3 kcal per mole

Atom charges from the natural (NBO) analysis, given in e for atoms 1 to 4:
1. O -0.6233
2. C 0.4535
3. N -0.7355
4. C -0.3084



[2]
Formula: C3H5NO2
Source: OMol25
Level of theory: wB97M-V/def2-TZVPD

Geometry as XYZ:
```
11
Properties=species:S:1:pos:R:3
O -1.437 -1.428 0.058
C -0.931 -0.893 1.008
C 0.270 0.047 0.916
N 0.794 0.234 -0.442
C 0.133 0.741 -1.515
O -0.935 1.273 -1.639
H -1.329 -1.054 2.039
H -0.053 1.009 1.355
H 1.040 -0.327 1.604
H 1.561 -0.149 -1.018
H 0.888 0.547 -2.364
```

E ... -8776.029 eV
Frontier orbital gap ... 10.658 eV
Charge ... 0
LUMO ... 0.711 eV
Spin multiplicity ... 1
Structure (SMILES) ... O=CCNC=O
ΔE to the lowest compared entry with this formula, charge and spin ... 38.4 kcal per mole

Atom charges from the natural (NBO) analysis, given in e for atoms 1 to 4:
1. O -0.4907
2. C 0.4248
3. C -0.3353
4. N -0.6435



[3]
Formula: C11H12BrClFe
Source: OMol25
Level of theory: wB97M-V/def2-TZVPD

Geometry as XYZ:
```
26
Properties=species:S:1:pos:R:3
C -1.391 -1.363 -1.661
C -2.062 -2.469 -1.003
C -2.974 -1.917 -0.040
H -1.938 -3.519 -1.251
C -2.784 -0.479 -0.006
C -1.863 -0.145 -1.075
H -1.679 0.851 -1.483
H -0.718 -1.458 -2.529
H -3.706 -2.495 0.541
H -3.289 0.217 0.666
Fe -0.994 -1.421 0.472
Br 0.582 -1.216 2.214
C 3.006 1.588 0.243
C 2.020 2.334 -0.479
C 1.567 1.489 -1.545
H 1.624 3.316 -0.209
C 2.351 0.290 -1.532
C 3.329 0.412 -0.497
H 4.128 -0.303 -0.284
H 3.568 1.956 1.118
H 0.776 1.664 -2.275
H 2.169 -0.565 -2.182
Cl -1.387 0.160 4.174
C -0.263 0.688 3.024
H -0.684 1.205 2.171
H 0.612 1.182 3.428
```

E ... -128550.320 eV
Frontier orbital gap (alpha / beta) ... 5.398 / 4.772 eV
Charge ... -1
LUMO (alpha / beta) ... 2.820 / 2.151 eV
Spin multiplicity ... 6
ΔE to the lowest compared entry with this formula, charge and spin ... 2.0 kcal per mole

Atom charges from the natural (NBO) analysis, given in e for atoms 1 to 4:
1. C -0.3583
2. C -0.4217
3. C -0.3895
4. H 0.2415